w | ORCA calculation (the ωB97M-V functional and the def2-TZVPD basis) on H22O11 as an isolated structure.

Summary:
- 2S+1 = 1
- gap between HOMO and LUMO (hartree) = 0.3157
- HOMO energy (eV) = -8.847

Each line ends with the Mulliken charge.
Positions of all 33 atoms, in Å:
H1 0.15 -0.25 -1.86  0.386
H2 -0.03 0.50 -0.55  0.203
H3 -2.86 0.66 2.47  0.305
H4 -1.60 -0.19 2.45  0.322
H5 1.27 -0.35 3.89  0.277
H6 0.79 -1.02 2.61  0.311
H7 2.19 0.52 -1.19  0.284
H8 2.37 -0.24 -2.50  0.303
H9 -3.64 -3.54 0.97  0.306
H10 -2.80 -3.15 -0.24  0.319
H11 1.43 0.70 1.15  0.236
H12 0.06 1.34 1.15  0.262
H13 -3.71 4.01 -1.53  0.318
H14 -3.04 2.86 -2.26  0.314
H15 -0.46 -1.72 -1.09  0.374
H16 -1.77 -1.88 -1.83  0.293
H17 2.14 -1.68 -1.08  0.252
H18 2.50 -3.15 -1.01  0.276
H19 -0.51 3.36 0.39  0.274
H20 0.89 3.40 -0.20  0.317
H21 2.98 0.10 0.47  0.230
H22 4.28 -0.66 0.21  0.324
O1 0.61 -0.02 -1.05  -0.540
O2 -2.56 -0.25 2.40  -0.617
O3 0.66 -0.23 3.15  -0.628
O4 2.01 0.58 -2.14  -0.649
O5 -3.66 -3.01 0.17  -0.618
O6 0.96 1.48 0.85  -0.439
O7 -3.89 3.14 -1.91  -0.631
O8 -0.85 -2.15 -1.85  -0.653
O9 1.75 -2.55 -0.96  -0.552
O10 0.41 3.16 0.60  -0.587
O11 3.93 0.23 0.34  -0.574

x | ORCA calculation (the ωB97M-V functional and the def2-TZVPD basis) on a 11-piece molecular cluster, H22O11 overall.

Summary:
- 2S+1 = 1
- gap between HOMO and LUMO (hartree) = 0.3744
- HOMO energy (eV) = -10.941
- SMILES string = O.O.O.O.O.O.O.O.O.O.O

Each line ends with the Mulliken charge.
Positions of all 33 atoms, in Å:
O1 -0.53 -0.19 0.46  -0.549
H1 -0.30 -0.74 -0.25  0.316
H2 -1.27 0.26 0.25  0.236
O2 1.90 3.21 -1.28  -0.572
H3 1.14 2.65 -1.40  0.252
H4 1.63 3.92 -0.65  0.311
O3 -6.06 -0.78 -0.07  -0.580
H5 -5.30 -0.36 -0.46  0.290
H6 -6.81 -0.75 -0.73  0.303
O4 4.58 -0.93 0.65  -0.609
H7 4.93 -1.68 0.14  0.318
H8 3.81 -0.66 0.04  0.355
O5 -4.76 -1.64 1.77  -0.607
H9 -4.73 -1.28 2.72  0.305
H10 -5.52 -2.17 1.91  0.294
O6 -1.78 -1.18 -3.06  -0.631
H11 -1.66 -0.31 -2.68  0.292
H12 -1.03 -1.36 -3.67  0.334
O7 2.35 0.58 -0.50  -0.626
H13 2.76 1.10 0.24  0.321
H14 1.46 0.88 -0.47  0.241
O8 2.63 -3.88 -2.34  -0.632
H15 2.46 -3.36 -1.56  0.312
H16 3.61 -3.86 -2.42  0.322
O9 1.78 -2.23 2.47  -0.614
H17 0.83 -2.37 2.07  0.334
H18 1.94 -1.32 2.24  0.286
O10 -1.18 5.04 -0.84  -0.605
H19 -0.81 4.88 -1.66  0.323
H20 -0.73 4.46 -0.21  0.284
O11 1.42 1.56 3.41  -0.606
H21 1.69 1.89 2.55  0.288
H22 1.55 0.63 3.31  0.315

Stability summary - winner: x; margin: 412.5 kJ/mol.